Entry 1:
Entry from the Open Molecules 2025 dataset: 7 unconnected molecules or ions with the total composition C30H78N4O14 in a non-equilibrium geometry (ωB97M-V/def2-TZVPD).

Each line ends with the Löwdin spin population.
Positions of all 126 atoms, in Å:
C1 3.821 1.836 0.901  0.000
O1 3.515 2.831 1.843  0.000
C2 3.739 4.182 1.352  0.000
C3 3.246 5.232 2.408  0.000
N1 3.936 5.215 3.643  0.000
C4 5.336 5.726 3.564  0.000
C5 6.114 5.840 4.892  0.000
O2 6.891 7.027 5.024  0.000
C6 8.280 6.917 5.145  0.000
H1 3.820 0.839 1.342  0.000
H2 4.753 1.913 0.342  0.000
H3 2.967 1.764 0.227  0.000
H4 3.130 4.395 0.474  0.000
H5 4.769 4.174 0.993  0.000
H6 2.193 5.015 2.588  0.000
H7 3.449 6.167 1.886  0.000
H8 4.010 4.210 3.708  0.000
H9 5.039 6.764 3.415  0.000
H10 5.996 5.236 2.848  0.000
H11 6.648 4.908 5.076  0.000
H12 5.396 5.817 5.712  0.000
H13 8.775 6.481 4.277  0.000
H14 8.573 6.341 6.023  0.000
H15 8.646 7.939 5.048  0.000
C7 -3.111 -3.763 -3.169  0.000
O3 -2.042 -3.145 -3.785  0.000
C8 -1.391 -4.091 -4.670  0.000
C9 -1.676 -3.832 -6.109  0.000
N2 -2.767 -4.723 -6.595  0.000
C10 -2.326 -5.538 -7.699  0.000
C11 -2.452 -4.828 -9.006  0.000
O4 -3.739 -4.751 -9.488  0.000
C12 -4.076 -3.653 -10.242  0.000
H16 -3.642 -4.366 -3.906  0.000
H17 -3.777 -3.018 -2.734  0.000
H18 -2.705 -4.305 -2.316  0.000
H19 -1.384 -5.133 -4.349  0.000
H20 -0.346 -3.783 -4.625  0.000
H21 -0.846 -4.113 -6.757  0.000
H22 -2.099 -2.846 -6.297  0.000
H23 -3.554 -4.284 -7.052  0.000
H24 -3.097 -6.309 -7.690  0.000
H25 -1.307 -5.877 -7.515  0.000
H26 -1.900 -5.255 -9.843  0.000
H27 -1.969 -3.856 -8.904  0.000
H28 -5.123 -3.583 -10.538  0.000
H29 -3.441 -3.663 -11.128  0.000
H30 -3.900 -2.808 -9.577  0.000
C13 -0.202 4.203 -5.122  0.000
O5 -0.659 3.344 -4.169  0.000
C14 -1.983 3.512 -3.675  0.000
C15 -1.976 2.971 -2.175  0.000
N3 -3.258 3.289 -1.425  0.000
C16 -3.228 2.865 -0.001  0.000
C17 -4.447 3.562 0.762  0.000
O6 -4.176 4.992 0.954  0.000
C18 -4.824 5.421 2.106  0.000
H31 0.688 3.851 -5.643  0.000
H32 -0.019 5.139 -4.594  0.000
H33 -0.953 4.546 -5.833  0.000
H34 -2.582 2.867 -4.318  0.000
H35 -2.280 4.560 -3.673  0.000
H36 -1.017 3.273 -1.754  0.000
H37 -1.940 1.884 -2.103  0.000
H38 -3.551 4.256 -1.419  0.000
H39 -2.290 3.143 0.479  0.000
H40 -3.278 1.785 0.138  0.000
H41 -4.578 2.996 1.685  0.000
H42 -5.432 3.498 0.300  0.000
H43 -5.879 5.636 1.937  0.000
H44 -4.420 6.322 2.566  0.000
H45 -4.749 4.772 2.979  0.000
C19 -0.295 -1.300 8.814  0.001
O7 0.870 -1.839 8.151  0.004
C20 1.591 -0.993 7.397  0.000
C21 1.302 -0.985 5.907  0.058
N4 -0.176 -1.133 5.490  0.690
C22 -0.374 -1.011 4.057  0.077
C23 -0.527 0.538 3.748  0.071
O8 -1.659 1.131 4.358  0.006
C24 -1.891 2.371 3.663  0.003
H46 -0.110 -0.368 9.348  0.000
H47 -0.857 -2.089 9.315  0.000
H48 -0.900 -0.991 7.962  0.001
H49 2.607 -1.355 7.559  -0.001
H50 1.836 -0.092 7.959  0.001
H51 1.806 -1.860 5.497  0.011
H52 1.646 -0.123 5.335  0.028
H53 -0.637 -0.462 6.088  0.021
H54 -1.290 -1.483 3.703  0.017
H55 0.512 -1.439 3.588  0.000
H56 -0.476 0.717 2.674  0.008
H57 0.306 1.175 4.046  0.001
H58 -2.385 3.115 4.288  0.001
H59 -2.185 2.337 2.614  0.000
H60 -0.977 2.944 3.821  0.000
C25 2.608 -4.663 -0.696  0.000
C26 2.929 -6.162 -1.034  0.000
O9 1.722 -6.777 -1.463  0.000
O10 2.153 -4.447 0.672  0.000
H61 1.918 -4.201 -1.401  0.000
H62 3.554 -4.124 -0.750  0.000
H63 3.098 -6.637 -0.068  0.000
H64 3.760 -6.277 -1.730  0.000
H65 1.531 -6.510 -2.365  0.000
H66 1.313 -4.892 0.805  0.000
C27 -0.466 -0.839 -1.960  0.000
C28 0.431 -0.083 -0.958  0.000
O11 0.457 -0.675 0.351  0.000
O12 0.030 -2.105 -2.338  0.000
H67 -0.705 -0.341 -2.900  0.000
H68 -1.414 -1.038 -1.461  0.000
H69 0.079 0.948 -0.930  0.000
H70 1.433 -0.123 -1.387  0.000
H71 1.060 -1.391 0.140  0.000
H72 -0.576 -2.316 -3.052  0.000
C29 -2.216 -3.563 1.425  0.000
C30 -0.902 -4.073 0.739  0.000
O13 -0.318 -5.267 1.299  0.000
O14 -3.332 -4.372 1.121  0.000
H73 -2.565 -2.567 1.152  0.000
H74 -2.065 -3.435 2.497  0.000
H75 -0.193 -3.245 0.706  0.000
H76 -1.015 -4.384 -0.299  0.000
H77 -0.297 -5.883 0.563  0.000
H78 -3.086 -5.296 1.199  0.000

## Properties
frontier orbital gap (spin up / spin down): 8.1 / 3.0 eV
charge: +1
calculated total energy: -2461.449870 a.u.
spin multiplicity: 2
relative energy (zero: lowest compared OMol25 entry of this formula, charge and spin): 0.0 kJ/mol
LUMO energy (spin up / spin down): -2.2 / -7.2 eV
⟨S²⟩: 0.75

Entry 2:
Entry from the Open Molecules 2025 dataset: a gas-phase ion, C4H8NO (charge +1) in a non-equilibrium geometry (ωB97M-V/def2-TZVPD).

Each line ends with the natural charge from an NBO analysis.
Positions of all 14 atoms, in Å:
C1 0.549 -1.971 0.945  -0.294
O1 1.193 -1.220 -0.025  -0.463
C2 1.011 0.122 -0.052  0.117
N1 -0.203 0.712 -0.737  -0.213
C3 -0.620 1.649 -1.487  0.265
C4 -1.597 1.269 -0.437  -0.235
H1 0.456 -1.408 1.901  0.186
H2 1.169 -2.829 1.374  0.231
H3 -0.410 -2.455 0.666  0.202
H4 1.871 0.685 -0.560  0.228
H5 0.846 0.732 0.824  0.199
H6 -0.289 2.340 -2.249  0.273
H7 -1.485 1.757 0.585  0.240
H8 -2.492 0.618 -0.747  0.262

## Properties
frontier orbital gap: 10.0 eV
charge: +1
calculated total energy: -286.795089 a.u.
SMILES: COC[N+]1=CC1
relative energy (zero: lowest compared OMol25 entry of this formula, charge and spin): 387.0 kJ/mol
LUMO energy: -5.4 eV

Entry 3:
Entry from the Open Molecules 2025 dataset: a molecular structure, C5H15N2S in a non-equilibrium geometry (ωB97M-V/def2-TZVPD).

Each line ends with the Löwdin spin population.
Positions of all 23 atoms, in Å:
C1 -1.851 -0.155 -0.381  0.001
N1 1.149 1.038 -1.097  0.576
C2 2.329 0.192 -1.278  0.060
C3 2.113 -1.138 -0.547  0.002
S1 0.861 -2.200 -1.387  0.003
C4 -1.462 0.710 0.834  0.020
N2 -0.035 0.498 1.093  0.243
C5 -2.364 0.364 2.022  0.014
H1 -2.899 0.037 -0.683  0.000
H2 -1.677 -1.226 -0.159  0.000
H3 -1.176 0.099 -1.247  0.001
H4 2.541 0.016 -2.362  0.029
H5 3.227 0.685 -0.811  0.010
H6 3.024 -1.673 -0.446  0.000
H7 1.742 -0.930 0.491  0.000
H8 1.673 -2.890 -2.180  0.000
H9 -1.636 1.789 0.473  0.005
H10 1.396 2.029 -1.354  0.009
H11 0.572 0.889 0.092  0.023
H12 0.265 1.085 1.887  0.002
H13 -2.267 -0.730 2.316  0.000
H14 -3.414 0.551 1.810  0.002
H15 -2.108 0.958 2.913  0.000

## Properties
frontier orbital gap (spin up / spin down): 9.7 / 6.9 eV
calculated total energy: -707.083358 a.u.
spin multiplicity: 2
relative energy (zero: lowest compared OMol25 entry of this formula, charge and spin): 138.8 kJ/mol
LUMO energy (spin up / spin down): 0.8 / -1.5 eV
⟨S²⟩: 0.76

Entry 4:
Entry from the Open Molecules 2025 dataset: a molecular structure, C26H31N2O8Ti in a non-equilibrium geometry (ωB97M-V/def2-TZVPD).

Each line ends with the Löwdin spin population.
Positions of all 68 atoms, in Å:
O1 -0.170 -0.351 -5.248  0.000
C1 -0.184 0.991 -5.912  0.000
C2 -0.167 0.458 -7.324  0.000
H1 0.718 1.576 -5.661  0.000
H2 -1.091 1.569 -5.665  0.000
C3 -0.104 -0.911 -6.597  0.000
H3 0.722 0.710 -7.908  0.000
H4 -1.072 0.635 -7.913  0.000
C4 1.226 -1.587 -6.893  0.000
H5 2.057 -0.887 -6.733  0.000
H6 1.227 -1.909 -7.940  0.000
H7 1.359 -2.471 -6.267  0.000
C5 -1.308 -1.778 -6.893  0.000
H8 -2.231 -1.222 -6.689  0.000
H9 -1.270 -2.685 -6.278  0.000
H10 -1.283 -2.078 -7.945  0.000
Ti1 -0.311 -0.726 1.130  0.861
C6 -2.259 -1.435 2.359  -0.002
C7 -2.072 -0.066 2.675  0.002
C8 -2.173 0.690 1.464  0.005
H11 -2.001 0.343 3.681  0.001
C9 -2.419 -0.225 0.384  0.012
C10 -2.475 -1.546 0.944  -0.001
H12 -2.746 -2.447 0.398  0.000
H13 -2.315 -2.238 3.096  0.000
H14 -2.202 1.778 1.385  0.000
H15 -2.635 0.052 -0.643  0.003
C11 0.785 -2.327 2.513  0.007
C12 -0.049 -3.045 1.605  0.000
C13 0.398 -2.769 0.271  0.011
H16 -0.819 -3.763 1.881  0.000
C14 1.539 -1.906 0.364  -0.002
C15 1.771 -1.637 1.748  -0.003
H17 2.621 -1.084 2.147  0.000
H18 0.747 -2.371 3.603  0.003
H19 0.018 -3.224 -0.644  0.003
H20 2.197 -1.619 -0.456  0.000
O2 0.355 0.396 -0.712  0.016
C16 -0.078 -0.114 -2.014  0.007
C17 -0.301 1.112 -2.859  0.001
H21 -0.982 -0.739 -1.891  0.003
H22 0.708 -0.757 -2.421  0.000
C18 0.532 2.212 -2.250  0.001
H23 -1.375 1.351 -2.919  0.000
H24 0.078 0.916 -3.839  0.000
C19 0.541 1.860 -0.783  0.003
H25 0.124 3.197 -2.444  0.000
H26 1.548 2.142 -2.656  0.000
H27 -0.303 2.311 -0.253  0.000
H28 1.458 2.137 -0.251  0.000
O3 0.172 2.771 2.375  0.002
C20 0.432 1.702 2.899  0.003
O4 0.504 0.532 2.256  0.059
C21 0.683 1.559 4.370  0.018
C22 1.424 0.482 4.854  0.143
C23 1.538 0.266 6.234  0.061
C24 0.948 1.147 7.144  0.012
C25 0.221 2.236 6.647  0.018
C26 0.101 2.474 5.262  0.179
N1 -0.479 3.090 7.574  0.016
O5 -0.371 2.865 8.796  0.034
O6 -1.175 4.016 7.109  -0.004
N2 2.193 -0.928 6.702  0.178
O7 2.557 -1.779 5.857  0.143
O8 2.362 -1.075 7.929  0.185
H29 1.942 -0.178 4.164  0.011
H30 1.020 0.954 8.210  0.001
H31 -0.406 3.348 4.872  0.012

## Properties
frontier orbital gap (spin up / spin down): 3.5 / 7.3 eV
charge: -1
calculated total energy: -2570.102411 a.u.
spin multiplicity: 3
LUMO energy (spin up / spin down): 1.6 / 1.6 eV
⟨S²⟩: 2.03